# 1
Formula: C40H105AgF3N9O11Pd
Source: OMol25
Level of theory: ωB97M-V/def2-TZVPD

Last column: Mulliken spin population.
Geometry (Å):
Pd  -19.62646  -7.10822  22.54735  0.9811
Ag  -25.60176  -7.68020  24.09832  -0.0001
C  -25.01524  -7.39147  18.92971  -0.0196
O  -26.14032  -6.77271  19.61004  0.0083
O  -24.25624  -7.88389  19.96188  0.8810
C  -25.40655  -8.26756  17.69446  0.0418
F  -24.64304  -9.34459  17.58746  0.0012
F  -26.69984  -8.76985  17.84119  0.0058
F  -25.27651  -7.74425  16.43339  0.0009
C  -26.95225  -5.81055  18.85898  0.0064
C  -27.97231  -5.20704  19.90448  -0.0004
H  -28.84516  -5.83572  20.08062  0.0002
H  -27.56058  -4.87929  20.85902  -0.0001
H  -28.37337  -4.40914  19.27952  0.0004
H  -27.52652  -6.21274  18.02437  0.0000
H  -26.37262  -5.02700  18.37094  -0.0031
H  -24.45767  -6.56982  18.48016  0.0772
C  -37.42640  -0.11371  15.85300  0.0000
C  -36.57382  0.46780  16.98090  0.0000
C  -35.08959  0.53085  16.49410  0.0000
O  -34.49607  -0.74128  16.27013  0.0000
C  -33.39141  -0.83256  15.38178  0.0000
N  -37.11786  1.73587  17.24406  0.0000
H  -38.47853  0.17110  15.85528  0.0000
H  -37.27446  -1.18002  16.02033  0.0000
H  -37.03832  -0.04428  14.83680  0.0000
H  -36.73701  -0.13095  17.87699  0.0000
H  -34.59695  1.01039  17.33995  0.0000
H  -34.94045  1.16624  15.62109  0.0000
H  -33.73766  -0.94471  14.35434  0.0000
H  -32.78384  -1.72795  15.51303  0.0000
H  -32.63035  -0.05233  15.39293  0.0000
H  -37.13703  2.31929  16.41983  0.0000
H  -38.07837  1.61223  17.53082  0.0000
C  -26.71413  -11.05248  26.81919  0.0000
C  -28.01980  -11.07927  25.97043  0.0000
C  -29.08672  -10.10434  26.56558  0.0000
O  -28.71620  -8.73663  26.41137  0.0000
C  -29.83922  -7.85391  26.34866  0.0000
N  -27.69990  -10.81389  24.56373  0.0000
H  -25.96606  -11.74333  26.43032  0.0000
H  -26.80285  -11.50170  27.80835  0.0000
H  -26.21604  -10.08295  26.82375  0.0000
H  -28.48740  -12.06171  25.90513  0.0000
H  -29.16648  -10.23212  27.64512  0.0000
H  -30.05385  -10.48333  26.23522  0.0000
H  -29.40186  -6.85674  26.39828  0.0000
H  -30.64181  -7.78405  27.08287  0.0000
H  -30.26650  -8.04712  25.36469  0.0000
H  -28.53002  -10.97796  24.01230  0.0000
H  -26.93630  -11.38340  24.22806  0.0000
C  -20.93032  -15.49705  19.75110  0.0000
C  -20.91783  -15.20283  21.22955  0.0000
C  -21.75356  -16.28663  21.92435  0.0000
O  -22.12097  -15.88533  23.22097  0.0000
C  -23.05322  -16.82750  23.72794  0.0000
N  -19.54340  -15.19070  21.62963  0.0000
H  -20.29327  -14.85387  19.14399  0.0000
H  -21.88663  -15.17555  19.33852  0.0000
H  -20.70715  -16.53264  19.49448  0.0000
H  -21.13505  -14.14137  21.34877  0.0000
H  -21.18433  -17.20876  22.04160  0.0000
H  -22.74071  -16.37449  21.47057  0.0000
H  -24.00476  -16.84342  23.19651  0.0000
H  -23.22757  -16.47180  24.74341  0.0000
H  -22.56675  -17.80285  23.73989  0.0000
H  -19.24340  -16.14851  21.74239  0.0000
H  -19.29534  -14.91867  22.57015  0.0000
C  -18.48837  -12.40032  27.05662  0.0010
C  -17.90402  -11.26361  26.24036  0.0003
C  -16.38497  -11.54719  26.09145  0.0000
O  -15.95752  -12.20050  24.86125  0.0002
C  -14.62369  -11.92635  24.41126  -0.0001
N  -18.55500  -11.07945  24.89051  0.0114
H  -19.51981  -12.14288  27.29737  0.0002
H  -17.95050  -12.42466  28.00435  -0.0006
H  -18.58362  -13.38119  26.59089  0.0003
H  -17.97286  -10.43186  26.94147  0.0004
H  -15.98174  -12.06545  26.96146  0.0000
H  -16.00638  -10.53430  26.22872  0.0002
H  -14.56143  -10.94526  23.94044  0.0000
H  -14.40851  -12.65377  23.62853  0.0000
H  -13.89080  -12.06795  25.20557  0.0000
H  -19.46992  -11.50371  24.94558  -0.0003
H  -18.10512  -11.68104  24.21538  0.0002
C  -27.73570  -13.66051  11.96816  0.0000
C  -27.98737  -13.71463  10.45834  0.0000
C  -27.01038  -12.79958  9.67631  0.0000
O  -26.88587  -11.44283  10.39223  0.0000
C  -27.97863  -10.52816  10.40596  0.0000
N  -27.78800  -15.06302  9.94750  0.0000
H  -28.55527  -14.19481  12.44871  0.0000
H  -27.91089  -12.66124  12.36676  0.0000
H  -26.79584  -14.07942  12.32771  0.0000
H  -29.01664  -13.39196  10.30151  0.0000
H  -27.34809  -12.53192  8.67511  0.0000
H  -26.01313  -13.23071  9.58847  0.0000
H  -27.98133  -9.92625  9.49722  0.0000
H  -27.90504  -9.85178  11.25755  0.0000
H  -28.90244  -11.10517  10.44741  0.0000
H  -28.34121  -15.66287  10.54268  0.0000
H  -28.23253  -15.15924  9.04571  0.0000
C  -19.98805  -0.73615  19.19981  0.0009
C  -20.26659  -2.14193  18.59004  0.0008
C  -19.85639  -2.21824  17.13352  -0.0002
O  -18.64839  -1.62338  16.82504  0.0001
C  -18.27575  -1.86969  15.50490  0.0000
N  -19.59099  -3.01260  19.53605  0.0015
H  -20.43611  -0.48196  20.16040  0.0002
H  -20.34322  0.07811  18.56819  -0.0004
H  -18.93069  -0.48844  19.29317  0.0001
H  -21.34071  -2.32678  18.60356  -0.0003
H  -20.63255  -1.79446  16.49626  0.0000
H  -19.76851  -3.26128  16.82947  0.0002
H  -17.28438  -1.48186  15.27066  0.0000
H  -18.94769  -1.54335  14.71111  0.0000
H  -17.95339  -2.91050  15.53484  0.0000
H  -18.69957  -2.61548  19.27571  0.0008
H  -19.88889  -2.57590  20.39666  0.0003
C  -27.68394  8.94622  16.16996  0.0000
C  -27.02988  7.65952  16.65331  0.0000
C  -27.97105  6.62228  17.15851  0.0000
O  -27.26862  5.51416  17.68923  0.0000
C  -27.98223  4.34564  17.87204  0.0000
N  -26.07035  7.26649  15.57611  0.0000
H  -27.06341  9.84226  16.18245  0.0000
H  -28.58444  9.15754  16.74662  0.0000
H  -28.01842  8.82745  15.13937  0.0000
H  -26.47347  8.09296  17.48436  0.0000
H  -28.73739  6.28704  16.45963  0.0000
H  -28.53418  7.06378  17.98075  0.0000
H  -28.37719  4.25373  18.88379  0.0000
H  -27.37626  3.44883  17.74311  0.0000
H  -28.87005  4.23821  17.24888  0.0000
H  -25.66629  6.40675  15.91914  0.0000
H  -26.50681  6.96117  14.71798  0.0000
C  -15.32278  -9.25497  17.12603  0.0002
C  -16.64669  -8.51969  17.30547  0.0005
C  -17.57885  -8.80383  16.12658  -0.0002
O  -17.06487  -8.57928  14.82400  0.0000
C  -17.93590  -8.57187  13.70517  0.0000
N  -17.20910  -9.01783  18.57376  0.0008
H  -14.65205  -9.10553  17.97214  0.0000
H  -14.71733  -8.87531  16.30299  0.0001
H  -15.50918  -10.31990  16.98718  -0.0001
H  -16.48287  -7.44649  17.40298  0.0000
H  -18.54937  -8.31156  16.18863  0.0000
H  -18.02956  -9.79462  16.06907  0.0000
H  -17.49007  -8.02720  12.87290  0.0000
H  -18.95179  -8.19609  13.82701  0.0000
H  -18.01646  -9.62558  13.43815  0.0000
H  -16.35061  -9.11168  19.09749  0.0003
H  -17.45319  -9.98198  18.39786  0.0001
C  -34.63923  -14.00252  23.58803  0.0000
C  -34.07462  -15.15354  22.70033  0.0000
C  -32.58084  -15.06122  22.27842  0.0000
O  -32.22689  -13.78174  21.89039  0.0000
C  -32.29966  -13.47346  20.48363  0.0000
N  -34.31587  -16.34167  23.42162  0.0000
H  -34.41710  -13.09189  23.03170  0.0000
H  -34.20900  -13.75069  24.55736  0.0000
H  -35.71001  -14.09920  23.76740  0.0000
H  -34.67123  -15.00678  21.79998  0.0000
H  -32.15606  -15.86108  21.67190  0.0000
H  -32.08042  -15.12670  23.24455  0.0000
H  -32.18025  -12.42494  20.21080  0.0000
H  -33.22755  -13.89703  20.09930  0.0000
H  -31.51431  -14.05639  20.00246  0.0000
H  -33.78176  -16.35211  24.27878  0.0000
H  -35.27226  -16.25845  23.73543  0.0000

The calculation puts the HOMO-LUMO gap (spin up / spin down) at 2.088 / 0.814 eV. The value obtained for the HOMO energy (spin up / spin down) is -10.63 / -10.63 eV. As for the net charge: +2. As for the LUMO energy (spin up / spin down): -8.5442 / -9.8174 eV. The multiplicity is 3.

# 2
Formula: C40H108N8O13
Source: OMol25
Level of theory: ωB97M-V/def2-TZVPD

Last column: Löwdin charge in e.
Geometry (Å):
C  -6.71058  1.31574  -5.49717  -0.1014
O  -5.90154  1.76767  -4.37912  -0.1875
C  -4.45691  1.97180  -4.79649  -0.1871
C  -3.55710  2.26258  -3.66312  -0.2227
N  -3.47516  1.22953  -2.64491  0.0142
C  -2.49702  1.52022  -1.59785  -0.2093
C  -2.62860  0.41598  -0.59253  -0.2506
O  -3.88350  0.47477  0.01229  -0.1373
C  -3.88273  -0.31204  1.14004  -0.1136
H  -7.46758  2.06452  -5.73040  0.0794
H  -7.18854  0.36138  -5.27618  0.0784
H  -6.04167  1.13451  -6.33850  0.0702
H  -4.28127  2.78276  -5.50333  0.1106
H  -4.11507  1.08700  -5.33348  0.1130
H  -3.96734  3.16010  -3.20026  0.1095
H  -2.55607  2.43065  -4.06035  0.0893
H  -4.32177  1.06585  -2.11901  0.1107
H  -2.88423  2.32640  -0.97476  0.0284
H  -1.54973  1.80022  -2.05864  0.0873
H  -1.84221  0.80042  0.05699  0.1055
H  -2.29710  -0.48094  -1.11575  0.1137
H  -3.88479  -1.38295  0.93696  0.1020
H  -4.88113  -0.20595  1.56432  0.0928
H  -3.09150  0.05199  1.79544  0.0936
C  -3.03045  4.22970  -0.91014  -0.0998
O  -1.70081  4.71190  -1.10085  -0.1611
C  -0.83745  4.00089  -0.13864  -0.1557
C  0.45564  4.84555  -0.23450  -0.1893
N  1.07041  4.56855  -1.50500  -0.0747
C  1.90959  5.64789  -2.06775  -0.1534
C  2.45704  5.25891  -3.42325  -0.2531
O  1.50156  5.23106  -4.47155  -0.2017
C  2.17447  5.33118  -5.77901  -0.0624
H  -3.59519  4.57547  -1.77594  0.0881
H  -3.57845  4.63091  -0.05759  0.1013
H  -3.04937  3.14186  -0.97591  -0.0160
H  -0.65969  2.94029  -0.31642  0.0937
H  -1.23223  3.98763  0.87727  0.1278
H  1.12298  4.58859  0.58814  0.1031
H  0.08265  5.86907  -0.19744  0.1182
H  0.29627  4.37997  -2.12568  0.0681
H  2.74217  5.86749  -1.39940  0.1291
H  1.13154  6.38663  -2.26010  0.1283
H  2.95405  4.28999  -3.37563  0.1186
H  3.30894  5.93211  -3.51915  0.1164
H  1.33152  5.24352  -6.46446  0.0753
H  2.86911  4.52493  -6.01467  0.0880
H  2.67876  6.27665  -5.97868  0.0860
C  -1.30517  -8.70479  2.91981  -0.1380
O  -1.19716  -7.34079  3.18933  -0.1644
C  -1.83772  -6.63609  2.15247  -0.2290
C  -1.56271  -5.11162  2.06908  -0.1665
N  -0.12877  -4.93656  2.20380  -0.0592
C  0.25487  -3.64285  2.76745  -0.1971
C  -0.37974  -3.03106  4.05997  -0.1284
O  -1.67770  -2.39454  3.80527  -0.2087
C  -2.27106  -1.95547  4.98458  -0.1362
H  -2.21928  -9.07866  2.45860  0.0855
H  -1.18931  -9.34513  3.79427  0.0859
H  -0.47983  -8.97575  2.26140  0.0887
H  -2.90222  -6.87042  2.15888  0.1193
H  -1.50649  -6.91402  1.15189  0.1151
H  -2.16512  -4.60323  2.82191  0.1054
H  -1.72453  -4.60168  1.11941  0.1223
H  0.36728  -5.72781  2.58846  0.1099
H  0.37077  -3.02396  1.87771  0.0553
H  1.32045  -3.68422  2.99313  0.0727
H  0.36017  -2.38988  4.53905  0.0302
H  -0.53708  -3.87541  4.73110  0.1355
H  -1.77684  -0.99590  5.13646  0.0538
H  -2.21963  -2.66748  5.80830  0.0914
H  -3.33283  -1.75570  4.84018  0.0847
C  3.06513  2.06926  1.04030  -0.0891
O  4.52013  2.08469  1.11109  -0.0536
H  2.72966  1.93141  0.01241  0.0628
H  2.64373  1.38923  1.78061  0.0936
H  2.74063  3.04600  1.39917  0.1015
H  4.66049  2.22843  2.04983  0.1220
C  4.83812  0.31394  -0.99287  -0.1175
O  4.22161  0.07061  0.24056  -0.1916
H  5.35686  -0.55110  -1.40606  0.0838
H  4.17151  0.80401  -1.70249  0.0740
H  5.66205  0.94220  -0.65447  0.0832
H  4.30884  0.83353  0.81671  -0.0957
C  4.90099  -2.74987  3.64695  -0.0435
C  3.65063  -2.19106  2.90673  -0.3894
C  2.93690  -3.29069  2.03975  -0.1436
O  1.86309  -2.91834  1.12696  -0.3193
C  1.50687  -3.88331  0.06394  -0.0263
N  2.78136  -1.52254  3.87469  0.0608
H  4.73734  -3.33906  4.54927  0.0797
H  5.30892  -1.81397  4.02877  0.0682
H  5.58078  -3.08526  2.86371  0.0756
H  3.89146  -1.40039  2.19612  0.1182
H  2.67611  -4.04228  2.78487  0.1132
H  3.76417  -3.78984  1.53520  0.1270
H  2.39586  -3.92954  -0.56504  0.1028
H  0.73339  -3.49700  -0.59985  0.0358
H  1.28840  -4.86856  0.47583  0.0944
H  1.89709  -1.55963  3.38807  0.0131
H  2.92736  -0.52318  3.88373  0.0770
C  1.38117  1.11245  -3.99661  -0.0868
C  0.59087  2.35073  -4.30935  -0.3199
C  -0.23433  2.28251  -5.60908  -0.1393
O  -0.62347  3.67126  -5.78797  -0.2036
C  -1.38150  3.85896  -6.94256  -0.1235
N  -0.44670  2.46777  -3.23478  -0.0004
H  2.07248  1.25415  -3.16588  0.0691
H  1.74540  0.79295  -4.97300  0.0974
H  0.72976  0.24410  -3.89794  0.0777
H  1.33699  3.14110  -4.39135  0.1160
H  -1.02015  1.54727  -5.43590  0.1295
H  0.41302  1.99777  -6.43852  0.1269
H  -2.24575  3.21538  -7.10681  0.0784
H  -0.71500  3.77371  -7.80082  0.0890
H  -1.84331  4.83419  -6.78841  0.0966
H  -1.11088  3.17383  -3.51841  0.0803
H  -0.08418  3.04797  -2.49178  0.0144
C  -0.49745  -1.28848  1.24743  -0.0967
C  0.86333  -0.82833  1.48252  -0.3213
C  1.50812  -0.08509  0.28919  -0.1783
O  0.53228  0.72849  -0.42666  -0.1864
C  1.09096  1.37639  -1.54755  -0.1224
N  0.64549  0.19206  2.54786  0.0361
H  -1.27952  -0.69028  0.77984  0.0651
H  -0.93649  -1.48800  2.22494  0.0799
H  -0.47838  -2.21799  0.67845  0.0497
H  1.55584  -1.49040  2.00233  0.0853
H  2.00233  -0.79270  -0.37651  0.1146
H  2.40227  0.50245  0.49753  0.0319
H  1.27680  0.76733  -2.43220  0.0185
H  2.07335  1.71726  -1.22068  0.0779
H  0.46203  2.21417  -1.84865  0.0299
H  0.40563  0.97145  1.95195  0.0860
H  -0.21741  -0.12976  2.96251  0.0489
C  0.03631  0.76854  5.22732  -0.0592
C  0.34588  -0.15122  6.38266  -0.4094
C  -0.36977  0.31988  7.68644  -0.1371
O  0.05911  1.68153  8.11917  -0.1980
C  -0.78225  2.37208  8.98298  -0.1413
N  0.10671  -1.55484  6.10910  0.0122
H  0.26029  0.40032  4.22615  0.0076
H  0.67831  1.64568  5.30830  0.0907
H  -1.03197  0.98504  5.22353  0.0841
H  1.39332  -0.06731  6.67235  0.1262
H  -0.22280  -0.34748  8.53563  0.1162
H  -1.42619  0.19826  7.44714  0.1125
H  -0.51288  3.37778  9.30562  0.0843
H  -0.79881  1.88708  9.95899  0.0763
H  -1.75076  2.28969  8.48974  0.0857
H  0.30108  -2.17298  6.88383  0.1036
H  0.66616  -1.89994  5.34228  -0.0008
C  -0.06333  -1.65483  -1.19664  -0.1159
C  -0.26839  -2.13556  -2.63512  -0.3293
C  0.65752  -3.43888  -2.81106  -0.2325
O  1.94524  -3.20184  -3.18766  -0.1704
C  2.11978  -2.99843  -4.54051  -0.1046
N  -1.62644  -2.60271  -2.63637  0.0483
H  -0.53293  -2.29059  -0.44605  0.0470
H  -0.54970  -0.67953  -1.21483  0.0745
H  0.94255  -1.59004  -0.78177  0.0604
H  -0.02607  -1.39695  -3.39920  0.1086
H  0.14929  -4.02001  -3.58054  0.1074
H  0.56298  -4.14022  -1.98204  0.1053
H  3.12743  -2.59097  -4.62242  0.0964
H  1.37526  -2.33348  -4.97827  0.0864
H  2.07086  -4.02122  -4.91418  0.0948
H  -1.71777  -3.52418  -3.03967  0.0656
H  -2.15144  -1.93503  -3.18290  0.0745

The calculation puts the HOMO-LUMO gap at 7.896 eV. The value obtained for the HOMO energy is -7.52 eV. As for the LUMO energy: 0.3785 eV.

Energy for every record listed, in sequence, given in eV: -94713.3609, -81738.5386.